No. 1
This record from OMol25 describes a molecular structure, C26H36ClEuN3O2. The level of theory is ωB97M-V with the def2-TZVPD basis set.

As for the spin multiplicity: 7. The HOMO-LUMO gap (alpha / beta) is 2.949 / 5.013 eV. As for the LUMO energy (alpha / beta): 2.68 / 2.66 eV. The calculation puts the HOMO energy (alpha / beta) at -0.0097 / -0.0866 Ha. The charge is -1.

Structure (XYZ):
```
69
C26H36ClEuN3O2, DFT ωB97M-V with the def2-TZVPD basis set
Eu 0.86360 -0.00523 0.33107
Cl 2.61230 -0.07624 -1.54222
N 0.05648 2.41988 0.07924
N -0.03415 -2.40652 0.09841
C -0.52813 2.96327 -0.96426
C -0.60005 -2.94281 -0.96093
C 1.05043 3.39475 0.60585
C 1.12801 4.42208 -0.52452
C 2.38543 2.71829 0.87409
C 0.51711 3.98835 1.91121
H 2.70812 2.13759 -0.00188
H 2.32469 2.05842 1.76151
H 3.13012 3.50107 1.07316
H -0.37515 4.59360 1.71170
H 1.28165 4.63379 2.36374
H 0.25779 3.18762 2.61946
C 0.92801 -3.40011 0.65050
C 1.02351 -4.42562 -0.48063
C 0.34990 -3.99037 1.93828
C 2.26515 -2.74772 0.96340
H 2.64165 -2.20263 0.08559
H 2.98055 -3.54052 1.22037
H 2.17657 -2.06042 1.82734
H -0.54756 -4.57950 1.71293
H 0.08758 -3.18804 2.64423
H 1.09176 -4.65169 2.40658
O -0.05014 -4.07114 -1.40018
H 0.86467 -5.46113 -0.15822
H 1.96496 -4.34746 -1.03580
O 0.02576 4.08284 -1.41966
H 2.05415 4.33542 -1.10376
H 0.98831 5.45866 -0.19565
C -1.76530 2.47730 -1.63662
C -1.81334 -2.44252 -1.66748
C -1.58668 -1.19805 -2.48872
H -2.50347 -2.18079 -0.84600
H -2.24877 -3.25499 -2.25934
C -1.63863 0.01538 -1.81414
C -1.56617 1.23844 -2.47175
H -1.89208 0.00862 -0.75372
C -1.42329 1.25195 -3.86687
C -1.33807 0.03164 -4.54889
C -1.39019 2.55299 -4.61095
C -1.44054 -1.19715 -3.88392
H -1.23991 0.04020 -5.64113
C -1.42140 -2.48712 -4.64647
H -1.33230 -2.27678 -5.71516
H -2.33953 -3.07030 -4.49717
H -0.57715 -3.11050 -4.33246
H -2.30624 3.14135 -4.46267
H -1.29322 2.35434 -5.68207
H -0.54459 3.16794 -4.28164
H -2.21326 3.29367 -2.21172
H -2.43076 2.21202 -0.79794
C -1.90747 -0.09936 2.06595
C -0.90021 -0.05698 3.15284
C -1.14555 -0.03767 4.54658
C 0.11509 0.00024 5.17406
C 1.08351 0.00389 4.14421
C 2.54838 0.04529 4.31564
N 0.46310 -0.03095 2.91817
H -1.75878 -0.98268 1.41002
H -1.88941 0.82893 1.45672
H -2.91734 -0.17982 2.50572
H -2.13805 -0.05174 4.99412
H 0.33829 0.02513 6.23175
H 2.85011 0.97943 4.81686
H 2.88307 -0.79048 4.94972
H 3.05702 -0.01938 3.34355
```


No. 2
This record from OMol25 describes a single C26H36F13NO5S molecule. The level of theory is ωB97M-V with the def2-TZVPD basis set.

As for the spin multiplicity: 1. The HOMO-LUMO gap is 10.318 eV. As for the LUMO energy: 0.62 eV. The calculation puts the HOMO energy at -0.3563 Ha.

Structure (XYZ):
```
82
C26H36F13NO5S, DFT ωB97M-V with the def2-TZVPD basis set
C -4.13846 3.66121 4.36046
C -3.70560 3.46682 3.25957
C -3.10441 3.20304 1.93867
C -2.80211 1.64126 1.80027
O -2.24802 1.28438 3.01423
O -4.13562 1.18087 1.62735
S -4.81199 -0.21618 2.20749
O -4.49807 -0.36457 3.60376
O -3.98646 -1.36748 1.42304
C -2.57518 -1.34219 1.08143
C -1.78490 -1.56746 2.37810
C -2.49534 -2.74150 0.34806
C -1.18603 -3.56573 0.42521
C -0.91045 -4.38877 -0.86905
C 0.22263 -3.84403 -1.74376
C 1.56979 -3.72537 -1.01694
C 2.78015 -3.71352 -1.94461
C 4.10019 -3.64467 -1.10792
C 4.81693 -2.29082 -1.19970
C 4.19567 -1.19613 -0.32329
C 4.62031 0.19051 -0.78281
O 6.03095 0.27521 -0.68290
C 6.54854 1.38433 -1.37600
C -2.17742 -0.22039 0.03178
C -1.02006 -0.72714 -0.85588
N -3.31929 -0.22733 -0.88814
C -1.87407 1.30113 0.57444
C -0.37770 1.39584 0.95948
F 0.36076 1.65939 -0.14489
F 0.05767 0.18310 1.41001
C 0.12177 2.39715 2.08876
F 1.23390 3.03295 1.65358
F 0.48324 1.69262 3.19123
C -2.16212 2.29808 -0.61189
F -1.75645 1.76210 -1.80844
F -3.49388 2.46140 -0.77415
C -1.53538 3.74666 -0.67762
F -0.68974 4.11037 0.30858
F -2.55867 4.64359 -0.62241
C -0.80645 4.10660 -2.01273
F -1.66926 4.16639 -3.02147
F 0.18143 3.23242 -2.27319
C -0.07095 5.50781 -1.92200
F -0.80248 6.46622 -1.38178
F 0.19140 5.86107 -3.20012
F 1.09542 5.39991 -1.30301
H -4.36048 3.90477 5.37193
H -2.22519 3.83406 1.88349
H -3.85033 3.51737 1.21398
H -1.45980 0.73242 2.96557
H -2.03122 -0.91645 3.21515
H -0.70603 -1.61438 2.27145
H -2.09099 -2.54363 2.76145
H -3.24964 -3.37053 0.81936
H -2.81880 -2.66803 -0.68626
H -1.27028 -4.30704 1.22093
H -0.28592 -2.99758 0.64634
H -1.81354 -4.50958 -1.47124
H -0.60967 -5.39520 -0.56533
H -0.01199 -2.89044 -2.21852
H 0.36028 -4.55058 -2.57199
H 1.57126 -2.75829 -0.49763
H 1.66781 -4.47352 -0.22683
H 2.82854 -4.62906 -2.53502
H 2.78659 -2.83177 -2.58579
H 4.79830 -4.42329 -1.41668
H 3.86016 -3.81208 -0.05455
H 5.84317 -2.43460 -0.85503
H 4.89169 -1.92135 -2.22631
H 4.52125 -1.29153 0.71621
H 3.10327 -1.23737 -0.30951
H 4.33557 0.36625 -1.83032
H 4.14494 0.97241 -0.17528
H 6.26756 2.33248 -0.90611
H 6.24260 1.36491 -2.42847
H 7.63596 1.30580 -1.35690
H -1.39534 -1.42855 -1.59292
H -0.24662 -1.24806 -0.29905
H -0.52229 0.06347 -1.40681
H -4.16050 0.22216 -0.57603
H -3.08176 -0.08398 -1.85072
H -0.58271 3.15161 2.41662
```


No. 3
This record from OMol25 describes a molecular structure, C26H36FFeN3O5. The level of theory is ωB97M-V with the def2-TZVPD basis set.

As for the spin multiplicity: 6. The HOMO-LUMO gap (alpha / beta) is 7.464 / 5.270 eV. As for the LUMO energy (alpha / beta): -3.62 / -5.81 eV. The calculation puts the HOMO energy (alpha / beta) at -0.4073 / -0.4072 Ha. The charge is +1.

Structure (XYZ):
```
72
C26H36FFeN3O5, DFT ωB97M-V with the def2-TZVPD basis set
Fe 0.62278 0.78860 -1.79563
O 0.10359 1.04653 0.25666
C -0.60129 -0.13983 0.64866
C -0.51489 -1.37336 -0.30561
O -0.29880 -1.16427 -1.69847
H -1.61021 0.26008 0.74984
H -0.35749 -0.29793 1.69922
H -1.37882 -2.03024 -0.20449
H 0.31238 -2.04327 -0.07123
N 2.45377 2.40927 3.51707
C 3.12227 2.13144 4.66796
C 3.97617 1.03452 4.88517
C 4.20039 0.15384 3.84557
C 3.48160 0.35397 2.65163
C 2.66757 1.47009 2.55485
H 2.95381 2.74471 5.54084
H 4.43033 0.94927 5.86132
H 4.94364 -0.61309 4.00616
H 3.63915 -0.28387 1.79447
H 2.28564 1.78174 1.59391
N -1.04775 1.83332 -2.64301
C -0.96855 2.48569 -3.88171
C -2.01596 2.94279 -4.73784
C -3.27425 2.67666 -4.23728
C -3.43951 2.26527 -2.96285
C -2.35151 1.75005 -2.28138
H 0.04870 2.68760 -4.18310
H -1.74360 3.38122 -5.68652
H -4.10300 3.10659 -4.78017
H -4.40536 2.21610 -2.48210
H -2.54342 1.38586 -1.28291
N -3.53793 -1.61696 -3.51352
C -4.17868 -1.16311 -2.39113
C -5.41170 -0.53368 -2.45728
C -6.01438 -0.21167 -3.67317
C -5.25249 -0.51464 -4.86817
C -3.98405 -1.09028 -4.72313
H -3.79021 -1.34355 -1.39970
H -5.84036 -0.28598 -1.49743
H -6.85206 0.46806 -3.72456
H -5.59985 -0.09905 -5.80253
H -3.52401 -1.19218 -5.69492
C -1.11287 4.02026 1.45814
O 0.14333 3.51184 1.65971
H -1.79604 3.94167 2.30383
H -0.97893 5.07891 1.23584
H -1.62997 3.45887 0.67997
H 0.10535 2.58902 1.39786
C 0.31585 -5.10144 0.54806
O -0.68172 -4.97172 -0.40788
H 0.05466 -5.84284 1.30318
H 1.32919 -5.28378 0.19029
H 0.23084 -4.12457 1.02409
H -1.47441 -5.05786 0.12676
C 1.42494 3.83764 -1.66280
O 1.52140 2.65892 -2.44409
H 2.40752 3.99458 -1.21782
H 0.90032 4.68550 -2.10327
H 0.83710 3.61257 -0.77292
H 2.24473 2.79270 -3.06094
F 4.78230 -3.58523 5.55185
C 4.05094 -3.43259 4.41727
C 4.79890 -3.47068 3.21839
C 4.14665 -3.39066 2.02539
C 2.81027 -3.20094 1.99050
C 2.07987 -3.14413 3.15285
C 2.68780 -3.30181 4.38289
H 5.86911 -3.60865 3.26324
H 4.72274 -3.41481 1.11218
H 2.42388 -3.16609 0.98259
H 1.00927 -3.10060 3.01748
H 2.17567 -3.31042 5.33370
```


Looking at maximum force for the records above, in order, we have 2.1; 2.3; 4.3 eV/A.